# C38H58BaCl4F8N2O20PS2

C38H58BaCl4F8N2O20PS2 as an isolated structure (wB97M-V/def2-TZVPD, the Open Molecules 2025 dataset).

Each line ends with the Mulliken charge.
Positions of all 134 atoms, in Å:
C: 0.804 1.839 3.483  -1.3721
C: 1.481 1.621 4.794  0.2994
C: 0.598 0.761 5.675  -0.4079
N: 1.247 0.512 7.069  0.2758
C: 2.765 0.187 6.947  -0.8763
C: 0.547 -0.690 7.801  -0.5110
C: 0.745 -0.546 9.325  -0.5743
C: 1.166 0.847 9.472  -0.6895
C: 0.954 1.549 8.096  -0.6640
H: -0.056 2.502 3.578  0.4876
H: 0.440 0.892 3.083  -0.0678
H: 1.465 2.309 2.754  0.4263
H: 1.609 2.600 5.256  0.3747
H: 2.457 1.175 4.605  -0.0062
H: 0.359 -0.201 5.223  -0.0795
H: -0.355 1.258 5.855  0.3663
H: 3.071 -0.170 7.930  0.5814
H: 3.223 1.136 6.669  0.3326
H: 2.841 -0.588 6.184  0.0700
H: 1.003 -1.610 7.435  0.1984
H: -0.514 -0.720 7.551  0.5048
H: 1.510 -1.221 9.708  0.3032
H: -0.227 -0.725 9.783  0.3379
H: 2.192 0.981 9.815  0.3319
H: 0.459 1.270 10.186  0.4056
H: 1.488 2.484 7.928  0.4131
H: -0.097 1.771 7.911  0.4488
Ba: 2.490 -2.498 0.762  2.1403
P: 0.651 -2.858 3.601  1.1933
F: 1.437 -2.797 5.047  -0.3931
F: -0.043 -4.324 3.855  -0.3661
F: -0.650 -2.132 4.228  -0.3709
F: -0.001 -2.857 2.129  -0.2510
F: 1.380 -1.432 3.144  -0.0872
F: 2.023 -3.551 3.025  -0.4683
N: 1.052 -0.677 -0.283  0.5589
S: 0.939 0.782 -0.447  0.5090
O: -0.043 1.563 0.244  -0.4722
O: 1.556 1.292 -1.699  -0.6873
F: 2.108 1.074 0.608  -0.3477
S: -0.524 -0.833 -0.898  0.1397
O: -0.791 -0.615 -2.296  -0.4481
O: -1.639 -0.523 0.013  -0.1382
F: -0.435 -2.446 -0.758  -0.2642
Cl: -4.821 -2.390 4.214  -0.2007
C: -4.650 -3.232 2.625  -0.4819
C: -3.203 -3.306 2.014  0.1591
Cl: -3.186 -3.994 0.424  -0.1866
H: -5.289 -2.615 1.994  0.1037
H: -5.202 -4.170 2.663  0.4524
H: -2.664 -3.974 2.686  0.3025
H: -2.613 -2.390 2.014  -0.1606
Cl: -3.899 3.985 1.716  -0.2077
C: -3.073 3.304 0.295  0.8643
C: -2.142 4.255 -0.375  -0.3558
Cl: -0.742 4.634 0.743  -0.2168
H: -3.849 2.922 -0.368  -0.2881
H: -2.515 2.442 0.661  -0.3482
H: -2.610 5.226 -0.543  0.5234
H: -1.819 3.873 -1.343  0.1322
C: 4.433 -1.116 3.677  -0.7652
O: 4.200 -1.001 2.219  -0.0908
C: 5.420 -0.576 1.550  -0.6692
C: 5.227 -0.186 0.018  -0.7865
O: 4.431 -1.196 -0.570  -0.1411
C: 4.285 -0.842 -1.939  -0.5502
H: 4.449 -0.174 4.225  0.3021
H: 5.311 -1.669 4.012  0.4740
H: 3.670 -1.734 4.150  0.0623
H: 6.223 -1.311 1.596  0.4104
H: 5.832 0.311 2.032  0.3469
H: 6.212 -0.297 -0.435  0.4621
H: 4.967 0.839 -0.245  0.4401
H: 5.161 -1.246 -2.446  0.3843
H: 4.147 0.207 -2.202  0.4241
H: 3.428 -1.391 -2.329  -0.2599
C: 5.014 1.512 -9.264  -0.7528
O: 3.910 1.050 -8.526  -0.3295
C: 3.950 1.376 -7.142  -0.5943
C: 2.660 0.885 -6.519  0.0209
O: 2.233 1.692 -5.451  -0.4400
C: 1.054 1.252 -4.852  -0.4735
H: 5.031 2.602 -9.247  0.2991
H: 4.982 1.217 -10.312  0.2511
H: 5.862 0.962 -8.856  0.3146
H: 4.135 2.443 -7.023  0.4054
H: 4.848 1.020 -6.637  0.3413
H: 2.846 -0.119 -6.139  -0.1308
H: 1.849 0.763 -7.238  0.3385
H: 0.929 0.285 -4.364  -0.0793
H: 0.262 1.298 -5.600  0.5410
H: 0.681 2.019 -4.174  0.3294
C: 1.601 -2.788 -3.989  0.0482
C: 1.692 -2.920 -5.347  -0.0420
C: 2.573 -3.896 -5.969  0.8508
O: 2.788 -4.104 -7.172  -0.5644
C: 3.330 -4.704 -4.931  -0.8778
C: 3.198 -4.524 -3.535  0.2137
C: 2.227 -3.647 -2.945  0.5389
O: 1.917 -3.525 -1.758  -0.4748
O: 4.008 -5.158 -2.631  -0.5887
O: 0.956 -2.177 -6.182  -0.4332
H: 1.074 -1.908 -3.650  -0.0422
H: 4.095 -5.399 -5.242  0.4548
H: 3.709 -4.898 -1.757  0.2926
H: 1.187 -2.489 -7.060  0.3427
C: -4.683 1.138 -5.872  -0.5955
C: -3.859 0.951 -4.871  0.2623
C: -3.649 1.998 -3.750  0.8302
O: -2.754 1.807 -2.881  -0.1932
C: -4.426 3.213 -3.983  -1.1166
C: -5.183 3.378 -5.052  0.4890
C: -5.448 2.370 -6.147  0.4613
O: -6.169 2.492 -7.158  -0.6051
O: -5.770 4.621 -5.291  -0.5478
O: -3.065 -0.156 -4.825  -0.5492
H: -4.707 0.417 -6.676  0.4534
H: -4.300 4.040 -3.300  0.4819
H: -6.322 4.602 -6.076  0.3377
H: -2.515 -0.137 -4.039  0.2632
C: -5.230 0.439 -0.127  -0.1918
C: -5.079 0.625 1.210  0.5057
C: -6.204 0.968 2.107  0.2980
O: -6.084 1.063 3.319  -0.5840
C: -7.410 1.200 1.304  -0.9274
C: -7.496 1.120 -0.029  0.4567
C: -6.428 0.599 -0.924  0.4309
O: -6.400 0.371 -2.143  -0.6472
O: -8.730 1.432 -0.686  -0.5531
O: -3.882 0.449 1.777  -0.3121
H: -4.345 0.173 -0.686  0.8157
H: -8.326 1.457 1.814  0.4421
H: -8.616 1.354 -1.636  0.3212
H: -3.321 0.315 1.010  -0.0766

Summary:
HOMO energy = -10.650 eV
Max |F| = 0.26625 Eh/bohr
HOMO-LUMO gap = 5.937 eV
Electronic energy = -6899.80515 hartree
Net charge = +1

# C38H58Cl3GeIrN4Si2

C38H58Cl3GeIrN4Si2 as an isolated structure (wB97M-V/def2-TZVPD, the Open Molecules 2025 dataset).

Each line ends with the Mulliken charge.
Positions of all 107 atoms, in Å:
Ir: -0.136 0.101 -0.831  2.1314
C: -1.617 -3.683 -3.219  -1.0293
Si: -1.512 -3.019 -1.472  0.0110
C: -2.765 -3.942 -0.423  -0.9551
C: 0.126 -3.473 -0.697  -0.4176
N: -1.732 -1.272 -1.382  -0.1391
C: -2.888 -0.648 -1.667  0.8629
C: -4.057 -1.313 -2.129  -0.6514
C: -5.217 -0.634 -2.365  -1.1158
C: -5.277 0.761 -2.161  -0.9301
C: -4.181 1.440 -1.719  -0.8788
C: -2.956 0.773 -1.436  0.6743
N: -1.848 1.361 -0.959  0.4208
Si: -1.510 3.016 -0.444  0.1806
C: -0.154 3.741 -1.499  -0.7623
C: -0.911 2.950 1.328  -0.0284
C: -2.958 4.210 -0.459  -1.5196
H: -1.047 -4.615 -3.285  0.3711
H: -1.201 -2.976 -3.936  0.2117
H: -2.644 -3.902 -3.518  0.3679
H: -2.493 -5.002 -0.431  0.4526
H: -3.797 -3.858 -0.764  0.3559
H: -2.713 -3.595 0.611  -0.0007
H: 0.452 -4.447 -1.069  0.4974
H: 0.015 -3.544 0.388  0.2855
H: 0.915 -2.754 -0.897  -0.5197
H: -4.015 -2.380 -2.304  0.2096
H: -6.089 -1.166 -2.724  0.3953
H: -6.191 1.299 -2.379  0.4019
H: -4.229 2.508 -1.601  0.1840
H: 0.719 3.085 -1.525  -0.1186
H: 0.162 4.705 -1.090  0.4325
H: -0.478 3.901 -2.528  0.3244
H: -0.059 2.276 1.430  -0.8154
H: -1.681 2.613 2.025  0.4556
H: -0.590 3.951 1.634  0.6373
H: -3.276 4.462 -1.473  0.3131
H: -2.619 5.131 0.025  0.4049
H: -3.819 3.841 0.101  0.4113
C: 2.549 0.180 4.627  -1.9071
C: 1.575 0.976 3.758  2.5970
C: 1.665 2.471 4.084  -1.6283
C: 0.139 0.482 3.891  1.2313
C: -0.459 0.643 5.136  -0.4851
C: -1.800 0.376 5.338  -1.3426
C: -2.560 -0.023 4.255  -0.4723
C: -2.007 -0.216 2.992  0.3913
C: -2.956 -0.617 1.880  3.1488
C: -3.930 0.525 1.577  -1.7244
C: -3.771 -1.864 2.242  -2.3388
C: -0.626 -0.019 2.808  -1.4685
N: 0.005 -0.276 1.565  0.4735
C: 1.118 -1.005 1.634  -1.0904
C: 2.081 -1.043 0.621  -0.1139
N: 1.973 -0.379 -0.531  0.9623
C: 3.208 -0.255 -1.241  -0.4962
C: 3.466 -0.979 -2.416  0.3388
C: 4.759 -0.979 -2.934  -0.3539
C: 5.779 -0.248 -2.358  -1.5706
C: 5.487 0.539 -1.261  -0.7215
C: 4.216 0.566 -0.694  -0.1342
C: 4.061 1.533 0.480  0.1684
C: 4.489 0.897 1.807  -1.3107
C: 2.726 2.262 0.587  -1.2613
C: 2.426 -1.795 -3.162  2.4130
C: 2.733 -3.295 -3.089  -1.6934
C: 2.343 -1.359 -4.627  -1.4550
H: 3.565 0.567 4.523  0.4219
H: 2.557 -0.876 4.353  0.3196
H: 2.274 0.244 5.682  0.4158
H: 1.886 0.865 2.722  -1.4269
H: 1.424 2.667 5.131  0.4037
H: 0.974 3.045 3.465  0.2516
H: 2.678 2.836 3.899  0.3230
H: 0.139 1.012 5.960  0.3186
H: -2.250 0.501 6.315  0.3785
H: -3.620 -0.201 4.388  0.3421
H: -2.370 -0.827 0.985  -1.1171
H: -4.483 0.800 2.480  0.3878
H: -4.650 0.222 0.815  0.3845
H: -3.412 1.412 1.216  0.2470
H: -4.548 -1.621 2.971  0.4281
H: -3.149 -2.652 2.671  0.4200
H: -4.268 -2.256 1.354  0.4832
H: 1.340 -1.562 2.543  0.5854
H: 2.986 -1.616 0.816  0.3161
H: 4.965 -1.575 -3.814  0.3240
H: 6.779 -0.270 -2.773  0.3568
H: 6.258 1.167 -0.827  0.4624
H: 4.799 2.314 0.268  0.7627
H: 3.791 0.123 2.128  0.1345
H: 4.540 1.655 2.593  0.3757
H: 5.475 0.438 1.710  0.5451
H: 1.896 1.592 0.796  -0.5123
H: 2.499 2.787 -0.342  0.5802
H: 2.775 3.002 1.391  0.5302
H: 1.448 -1.615 -2.709  -1.2066
H: 3.583 -3.538 -3.731  0.4569
H: 1.875 -3.873 -3.438  0.3181
H: 2.975 -3.615 -2.075  0.3224
H: 3.286 -1.549 -5.143  0.2726
H: 2.118 -0.297 -4.720  0.2375
H: 1.558 -1.911 -5.143  0.4323
Cl: -0.891 -0.437 -5.389  -0.4266
Ge: -0.365 1.146 -3.837  0.8152
Cl: -2.054 2.563 -4.362  -0.4401
Cl: 1.202 2.329 -4.996  -0.4908

Summary:
HOMO energy (alpha / beta) = -4.100 / -5.497 eV
Max |F| = 0.01339 Eh/bohr
HOMO-LUMO gap (alpha / beta) = 6.445 / 6.654 eV
<S²> = 8.79
Electronic energy = -5842.88528 hartree
2S+1 = 6
Net charge = -1